Record 1
Computed, not measured: a single C3H9NOS molecule at a distorted geometry, with wB97M-V/def2-TZVPD.

ΔE to the lowest compared entry with this formula, charge and spin in kJ/mol: 168.1
SMILES: CC[C@H](O)SN
HOMO level in eV: -8.8

CARTESIAN COORDINATES (ANGSTROEM)
C -0.930 1.792 0.578
C -0.560 0.743 -0.592
C 0.189 -0.571 -0.115
O 1.435 -0.333 0.520
S 0.519 -1.746 -1.548
N 0.980 -3.020 -0.721
H -1.336 1.156 1.438
H -1.778 2.544 0.397
H -0.002 2.119 1.030
H 0.126 1.236 -1.390
H -1.474 0.467 -1.061
H -0.353 -1.220 0.669
H 2.117 -0.007 -0.178
H 0.493 -3.835 -0.936
H 1.972 -3.187 -0.782

Record 2
Computed, not measured: a single C7H16N2O molecule at a distorted geometry, with wB97M-V/def2-TZVPD.

<S²>: 2.00
ΔE to the lowest compared entry with this formula, charge and spin in kJ/mol: 166.7
Spin multiplicity: 3
HOMO level (alpha / beta) in eV: -2.8 / -10.6

CARTESIAN COORDINATES (ANGSTROEM)
C -1.348 -0.317 1.077
C -1.616 0.991 0.261
C 0.170 -0.650 0.761
C 0.207 -0.053 -0.668
C 0.502 -2.141 0.906
C 1.069 0.216 1.667
C 1.556 0.217 -1.336
N -0.427 1.341 -0.449
N -0.463 1.964 -1.654
O -0.649 -0.813 -1.469
H -1.479 -0.249 2.124
H -2.108 -1.086 0.764
H -2.577 1.009 -0.470
H -1.789 1.787 0.984
H 0.378 -2.382 1.921
H 1.474 -2.522 0.515
H -0.203 -2.706 0.395
H 0.691 0.092 2.677
H 0.898 1.129 1.126
H 1.998 -0.141 1.414
H 1.282 0.497 -2.407
H 2.240 -0.625 -1.459
H 2.058 1.123 -0.906
H -0.550 2.932 -1.349
H -1.236 1.718 -2.364
H -0.079 -1.329 -2.062

Record 3
Computed, not measured: a molecular structure, C6H18BF4KO3, with wB97M-V/def2-TZVPD.

ΔE to the lowest compared entry with this formula, charge and spin in kJ/mol: 8.4
HOMO level in eV: -10.6

CARTESIAN COORDINATES (ANGSTROEM)
K 0.226 -0.557 -0.985
B -0.166 2.390 -2.343
F -0.563 2.175 -0.982
F 0.175 3.697 -2.580
F 0.960 1.515 -2.536
F -1.204 1.933 -3.174
C 4.520 -1.860 0.594
C 3.798 -0.754 -0.148
O 3.036 -1.251 -1.251
H 3.803 -2.557 1.037
H 5.164 -1.473 1.382
H 5.133 -2.439 -0.101
H 4.511 -0.003 -0.507
H 3.103 -0.218 0.498
H 3.648 -1.625 -1.892
C -0.230 0.648 2.758
C -0.459 -0.799 2.349
O 0.711 -1.327 1.696
H 0.723 0.750 3.280
H -1.016 1.008 3.426
H -0.222 1.316 1.893
H -1.270 -0.882 1.627
H -0.735 -1.414 3.208
H 1.406 -1.303 2.361
C -4.754 -0.056 -1.308
C -3.436 0.685 -1.258
O -2.544 0.066 -0.307
H -5.403 0.367 -2.079
H -5.288 0.013 -0.360
H -4.590 -1.105 -1.558
H -3.588 1.732 -0.989
H -2.925 0.692 -2.218
H -2.522 0.634 0.466

Record 4
Computed, not measured: a molecular structure, C2H15N2O4 at a distorted geometry, with wB97M-V/def2-TZVPD.

Total charge: +1
ΔE to the lowest compared entry with this formula, charge and spin in kJ/mol: 1357.6
HOMO level in eV: -13.6

CARTESIAN COORDINATES (ANGSTROEM)
C -1.235 0.242 -0.500
C -0.118 -0.837 -0.292
N 0.558 -1.007 -1.495
N -0.787 1.522 -0.014
H -2.129 -0.177 0.002
H -0.581 -1.684 0.232
H 0.351 -1.856 -2.003
H 1.497 -0.612 -1.713
H 1.228 0.457 0.627
H 0.201 1.674 -0.327
H -1.362 2.264 0.350
H -1.415 0.336 -1.592
H -0.401 -0.456 3.544
O -0.521 -0.627 2.604
H 3.775 0.120 -1.323
H 0.643 -0.052 0.332
O 2.829 -0.020 -1.218
H 2.320 0.905 -1.011
H 1.191 2.496 -1.506
O 1.183 1.806 -0.833
H -1.490 -0.809 2.273
H -3.258 -1.825 1.848
O -2.495 -1.346 1.491

Record 5
Computed, not measured: a molecular structure, C19H20As2CoF5IO2 at a distorted geometry, with wB97M-V/def2-TZVPD.

Total charge: +1
ΔE to the lowest compared entry with this formula, charge and spin in kJ/mol: 0.0
HOMO level (alpha / beta) in eV: -11.1 / -11.1

CARTESIAN COORDINATES (ANGSTROEM)
Co -0.543 -0.181 -1.062
C -1.769 -1.311 1.524
As -3.279 -0.125 1.091
C -2.990 -0.052 -0.876
C -2.468 1.538 1.759
C -3.092 1.962 2.933
C -2.648 3.072 3.637
C -1.568 3.799 3.169
C -0.939 3.406 1.998
C -1.377 2.282 1.298
As -0.400 1.960 -0.330
C 1.452 2.309 0.053
C -0.962 3.358 -1.530
H -1.725 -1.403 2.608
H -0.791 -0.936 1.200
H -1.939 -2.301 1.101
H -3.859 -0.498 -1.364
H -2.242 -0.803 -1.207
H -2.887 0.943 -1.305
H -3.950 1.414 3.304
H -3.154 3.370 4.546
H -1.214 4.669 3.705
H -0.096 3.983 1.639
H 1.619 3.385 0.113
H 2.054 1.880 -0.742
H 1.718 1.829 0.990
H -0.871 4.294 -0.981
H -1.997 3.212 -1.832
H -0.319 3.367 -2.406
F 0.762 1.108 -3.058
C -0.324 0.333 -2.864
F -1.413 1.028 -3.275
C -0.212 -0.905 -3.790
F -1.292 -1.681 -3.573
F 0.881 -1.614 -3.538
F -0.200 -0.525 -5.061
I 4.495 -6.826 0.954
C 3.707 -4.949 0.526
C 2.686 -4.832 -0.410
C 2.152 -3.584 -0.683
C 2.650 -2.458 -0.034
C 3.686 -2.582 0.887
C 4.210 -3.829 1.176
C 2.121 -1.104 -0.304
O 2.692 -0.068 -0.085
O 0.872 -1.117 -0.826
H 2.314 -5.707 -0.923
H 1.365 -3.485 -1.418
H 4.075 -1.695 1.369
H 5.009 -3.930 1.897

Record 6
Computed, not measured: a molecular structure, C21H32N7O2SY at a distorted geometry, with wB97M-V/def2-TZVPD.

Total charge: +2
ΔE to the lowest compared entry with this formula, charge and spin in kJ/mol: 79.5
HOMO level in eV: -13.4

CARTESIAN COORDINATES (ANGSTROEM)
Y 0.681 -0.129 0.065
N -0.680 1.140 2.053
C -0.046 2.402 2.509
C 0.694 3.134 1.393
N 1.763 2.237 0.721
C 2.837 2.016 1.803
C 2.723 0.644 2.498
N 2.676 -0.456 1.477
C 2.194 2.895 -0.529
C 2.922 1.908 -1.447
N 2.063 0.773 -1.835
H -1.635 1.235 1.685
H -0.870 0.410 2.778
H 0.628 2.259 3.283
H -0.797 3.152 2.808
H 1.191 3.993 1.842
H 0.060 3.552 0.626
H 2.793 2.786 2.568
H 3.776 2.146 1.378
H 1.768 0.616 3.024
H 3.551 0.581 3.262
H 2.650 -1.356 1.932
H 3.555 -0.569 0.970
H 2.886 3.721 -0.277
H 1.246 3.245 -0.948
H 3.876 1.582 -0.902
H 3.219 2.405 -2.350
H 2.696 0.037 -2.160
H 1.433 1.033 -2.575
S -2.686 -0.973 -3.509
C -3.189 0.521 -2.827
C -4.346 1.286 -3.081
C -4.576 2.466 -2.338
C -3.750 2.849 -1.261
C -2.550 2.143 -1.037
C -2.278 0.954 -1.822
N -1.162 0.045 -1.590
C -1.257 -0.936 -2.470
C -0.258 -2.014 -2.498
C -0.436 -3.245 -3.243
C 0.471 -4.282 -3.119
C 1.486 -4.203 -2.197
C 1.641 -3.082 -1.386
C 0.747 -1.969 -1.545
H -4.996 0.903 -3.843
H -5.526 3.000 -2.562
H -4.014 3.686 -0.600
H -1.774 2.457 -0.335
H -1.290 -3.319 -3.957
H 0.442 -5.176 -3.813
H 2.205 -5.009 -2.075
H 2.500 -3.030 -0.731
C 0.250 -3.665 3.188
O -0.938 -3.699 2.433
C -1.157 -2.475 1.881
O -0.220 -1.752 1.467
N -2.450 -2.203 1.818
N -2.895 -0.965 1.256
H 0.441 -4.680 3.561
H 0.205 -2.935 4.024
H 1.110 -3.376 2.548
H -3.047 -2.792 2.446
H -3.936 -0.912 1.267
H -2.614 -1.010 0.301

Record 7
Computed, not measured: a molecular structure, C48H43N6O11PS4Zr at a distorted geometry, with wB97M-V/def2-TZVPD.

ΔE to the lowest compared entry with this formula, charge and spin in kJ/mol: 0.0
HOMO level in eV: -7.5

CARTESIAN COORDINATES (ANGSTROEM)
Zr 0.932 -0.468 -0.436
O 3.590 0.331 -2.851
S 2.827 1.066 -1.899
O 1.326 0.853 -2.039
O 3.054 0.752 -0.475
C 3.060 2.791 -2.175
C 3.910 3.143 -3.215
C 4.083 4.481 -3.526
C 3.400 5.448 -2.807
C 2.558 5.085 -1.768
C 2.371 3.751 -1.422
P 1.307 3.325 0.037
C 2.163 4.450 1.223
C 3.463 4.058 1.561
C 4.204 4.767 2.491
C 3.656 5.883 3.113
C 2.373 6.284 2.781
C 1.630 5.574 1.843
C -0.274 4.111 -0.427
C -0.629 4.200 -1.774
C -1.900 4.609 -2.146
C -2.840 4.934 -1.181
C -2.512 4.814 0.162
C -1.246 4.389 0.535
H 4.417 2.364 -3.767
H 4.744 4.767 -4.333
H 3.526 6.495 -3.052
H 2.041 5.852 -1.203
H 3.907 3.192 1.081
H 5.212 4.451 2.726
H 4.231 6.439 3.841
H 1.941 7.162 3.245
H 0.647 5.936 1.580
H 0.081 3.926 -2.543
H -2.159 4.652 -3.195
H -3.831 5.255 -1.473
H -3.248 5.033 0.925
H -1.036 4.240 1.586
C -5.815 -4.342 -2.688
C -4.890 -3.156 -2.680
C -5.326 -1.906 -2.259
C -4.467 -0.814 -2.231
C -3.150 -0.979 -2.623
C -2.710 -2.211 -3.097
C -3.571 -3.292 -3.119
S -1.976 0.342 -2.528
O -2.713 1.577 -2.499
O -1.021 0.113 -3.573
N -1.202 0.123 -1.103
C -1.682 0.763 0.027
C -2.980 1.219 0.304
C -3.256 1.668 1.575
C -2.256 1.695 2.547
C -0.995 1.290 2.175
N -0.714 0.851 0.947
H -6.822 -4.062 -2.383
H -5.455 -5.114 -2.007
H -5.869 -4.788 -3.682
H -6.359 -1.776 -1.958
H -4.824 0.164 -1.938
H -1.706 -2.301 -3.482
H -3.217 -4.243 -3.503
H -3.736 1.223 -0.461
H -4.256 2.007 1.813
H -2.446 2.039 3.553
H -0.164 1.334 2.871
O 1.610 -0.902 6.845
C 2.682 -0.384 6.077
C 2.276 -0.358 4.631
C 2.819 0.566 3.753
C 2.435 0.533 2.425
N 1.539 -0.330 1.956
C 1.022 -1.240 2.788
C 1.365 -1.277 4.131
C -0.010 -2.151 2.227
C -0.459 -3.258 2.928
C -1.471 -4.038 2.400
C -1.886 -5.319 3.078
O -0.867 -5.878 3.877
C -2.074 -3.617 1.221
C -1.569 -2.508 0.577
N -0.518 -1.817 1.032
H 1.888 -0.964 7.763
H 3.572 -1.017 6.176
H 2.952 0.628 6.395
H 3.533 1.311 4.082
H 2.858 1.221 1.710
H 0.918 -1.994 4.801
H 0.016 -3.556 3.849
H -2.237 -6.027 2.320
H -2.723 -5.119 3.750
H -0.079 -6.006 3.334
H -2.888 -4.170 0.770
H -1.990 -2.169 -0.361
N -0.003 -6.172 -1.401
C -0.444 -5.627 -2.551
O -1.243 -6.162 -3.303
C 0.105 -4.265 -2.863
C 0.426 -3.933 -4.170
C 0.919 -2.669 -4.420
C 1.006 -1.761 -3.383
N 0.632 -2.046 -2.128
C 0.240 -3.304 -1.879
H -0.293 -7.114 -1.196
H 0.771 -5.757 -0.884
H 0.297 -4.665 -4.955
H 1.219 -2.363 -5.411
H 1.357 -0.762 -3.575
H 0.043 -3.567 -0.854
O 3.114 -3.402 -1.625
S 3.100 -3.167 -0.204
O 4.358 -2.940 0.447
O 2.279 -1.797 0.005
S 1.999 -4.511 0.793

Record 8
Computed, not measured: a molecular structure, C12H27Cl2MnN2P at a distorted geometry, with wB97M-V/def2-TZVPD.

<S²>: 3.77
Spin multiplicity: 4
HOMO level (alpha / beta) in eV: -7.2 / -7.2

CARTESIAN COORDINATES (ANGSTROEM)
Mn -0.382 1.870 0.953
Cl -2.501 1.322 0.469
Cl 1.572 0.836 1.191
H -1.629 2.116 3.878
H -1.443 1.555 3.399
P -0.029 -0.836 -0.460
C -1.452 -1.251 -1.644
C 1.433 -1.370 -1.473
C -0.208 -2.325 0.712
C -1.902 -0.018 -2.429
H -2.223 -1.546 -0.910
C -1.205 -2.377 -2.640
H -0.503 -2.066 -3.428
H -2.165 -2.597 -3.129
H -0.860 -3.320 -2.209
H -2.106 0.832 -1.772
H -2.831 -0.272 -2.954
H -1.146 0.266 -3.177
H -1.281 -2.234 0.972
C 0.633 -2.195 1.987
C 0.025 -3.710 0.080
H -0.746 -3.983 -0.650
H -0.041 -4.486 0.863
H 1.030 -3.799 -0.368
H 0.453 -1.245 2.493
H 1.707 -2.297 1.761
H 0.371 -3.021 2.669
C 1.662 -0.417 -2.642
H 1.153 -2.333 -1.896
C 2.711 -1.597 -0.675
H 0.825 -0.383 -3.355
H 2.557 -0.741 -3.190
H 1.855 0.592 -2.265
H 2.947 -0.699 -0.106
H 3.540 -1.764 -1.376
H 2.661 -2.452 0.012
N -0.156 5.407 3.272
C -0.257 6.041 2.039
C -0.432 5.060 1.106
N -0.371 3.807 1.754
C -0.226 4.079 3.067
H -0.016 5.869 4.161
H -0.189 7.110 1.949
H -0.632 5.155 0.044
H -0.201 3.421 3.915

Record 9
Computed, not measured: 5 unconnected molecules or ions with the total composition C61H45O9P at a distorted geometry, with wB97M-V/def2-TZVPD.

SMILES: O=C1c2ccccc2C(=O)c2ccccc21.O=C1c2ccccc2C(=O)c2ccccc21.O=C1c2ccccc2C(=O)c2ccccc21.O=C1c2ccccc2C(=O)c2ccccc21.CC(C)CCPO
HOMO level in eV: -8.3

CARTESIAN COORDINATES (ANGSTROEM)
O 6.392 3.368 5.701
C 5.726 2.473 5.224
C 4.573 1.898 5.974
C 4.251 2.411 7.224
C 3.160 1.912 7.915
C 2.385 0.898 7.361
C 2.712 0.372 6.123
C 3.809 0.865 5.427
C 4.158 0.275 4.104
O 3.524 -0.657 3.654
C 5.296 0.864 3.346
C 5.615 0.353 2.094
C 6.648 0.911 1.361
C 7.369 1.984 1.877
C 7.066 2.487 3.131
C 6.032 1.928 3.872
H 4.851 3.202 7.651
H 2.908 2.316 8.887
H 1.526 0.518 7.898
H 2.114 -0.420 5.691
H 5.051 -0.477 1.690
H 6.890 0.516 0.383
H 8.170 2.425 1.298
H 7.627 3.319 3.534
O -8.491 -1.325 8.321
C -9.180 -2.204 7.844
C -10.372 -2.719 8.578
C -10.703 -2.168 9.809
C -11.828 -2.610 10.485
C -12.628 -3.604 9.932
C -12.293 -4.168 8.713
C -11.162 -3.733 8.034
C -10.806 -4.363 6.731
O -11.465 -5.281 6.287
C -9.630 -3.834 5.990
C -9.300 -4.383 4.756
C -8.227 -3.880 4.040
C -7.474 -2.826 4.549
C -7.792 -2.286 5.785
C -8.864 -2.788 6.512
H -10.082 -1.391 10.234
H -12.087 -2.176 11.442
H -13.514 -3.940 10.456
H -12.911 -4.945 8.283
H -9.888 -5.200 4.359
H -7.974 -4.309 3.078
H -6.613 -2.425 3.971
H -7.207 -1.468 6.187
O 5.121 2.421 -1.857
C 4.057 2.866 -2.237
C 2.974 3.189 -1.266
C 3.201 2.997 0.090
C 2.219 3.326 1.009
C 1.006 3.851 0.577
C 0.768 4.030 -0.776
C 1.748 3.694 -1.702
C 1.471 3.875 -3.155
O 0.388 4.263 -3.538
C 2.561 3.571 -4.125
C 2.336 3.766 -5.482
C 3.348 3.519 -6.394
C 4.592 3.076 -5.953
C 4.817 2.867 -4.602
C 3.803 3.109 -3.684
H 4.147 2.593 0.428
H 2.400 3.179 2.067
H 0.244 4.120 1.297
H -0.176 4.433 -1.115
H 1.370 4.115 -5.822
H 3.171 3.675 -7.451
H 5.385 2.892 -6.666
H 5.782 2.520 -4.258
O 2.616 2.499 -10.350
C 3.236 1.664 -10.976
C 3.317 1.726 -12.462
C 2.690 2.768 -13.134
C 2.788 2.860 -14.512
C 3.515 1.912 -15.225
C 4.128 0.863 -14.562
C 4.028 0.762 -13.180
C 4.680 -0.383 -12.484
O 5.252 -1.249 -13.112
C 4.616 -0.433 -10.996
C 5.246 -1.472 -10.322
C 5.221 -1.513 -8.938
C 4.566 -0.517 -8.220
C 3.925 0.512 -8.889
C 3.943 0.556 -10.277
H 2.130 3.506 -12.577
H 2.302 3.674 -15.033
H 3.600 1.992 -16.301
H 4.689 0.122 -15.115
H 5.758 -2.243 -10.881
H 5.716 -2.321 -8.414
H 4.556 -0.545 -7.138
H 3.413 1.283 -8.330
C -1.039 -3.859 3.977
C -1.266 -2.582 3.172
C 0.068 -2.020 2.586
C -2.253 -2.750 2.011
C -3.627 -3.365 2.392
P -4.524 -2.451 3.727
O -4.573 -0.853 3.259
H -0.959 -4.761 3.364
H -0.127 -3.795 4.578
H -1.848 -4.010 4.700
H -1.623 -1.818 3.873
H 0.001 -2.060 1.494
H 0.937 -2.601 2.890
H 0.161 -0.960 2.829
H -1.780 -3.399 1.268
H -2.435 -1.754 1.597
H -3.505 -4.403 2.707
H -4.259 -3.272 1.506
H -3.662 -2.508 4.856
H -3.710 -0.464 3.457

Record 10
Computed, not measured: 2 unconnected molecules or ions with the total composition CH3Br2P at a distorted geometry, with wB97M-V/def2-TZVPD.

ΔE to the lowest compared entry with this formula, charge and spin in kJ/mol: 547.7
HOMO level (alpha / beta) in eV: -10.0 / -8.9

CARTESIAN COORDINATES (ANGSTROEM)
C 1.485 0.109 -0.458
P 0.375 -0.973 0.572
Br 3.172 -0.980 0.212
Br 1.466 1.944 -0.101
H 1.503 -0.160 -1.503
H -1.561 -0.284 -0.726
H -0.269 0.273 1.192

Number 1: calculated total energy -17628.46310 eV. Number 2: calculated total energy -12538.17026 eV. Number 3: calculated total energy -40535.52492 eV. Number 4: calculated total energy -13468.41569 eV. Number 5: calculated total energy -205106.23627 eV. Number 6: calculated total energy -48689.61806 eV. Number 7: calculated total energy -135854.11598 eV. Number 8: calculated total energy -81516.15382 eV. Number 9: calculated total energy -91705.29418 eV. Number 10: calculated total energy -150455.04679 eV.